Record 1
C26H55NO17S5 | wB97M-V/def2-TZVPD

```
104
C26H55NO17S5 | the OMol25 dataset | wB97M-V/def2-TZVPD
C 5.615 -0.984 0.293
O 5.067 -0.213 -0.749
C 3.685 0.068 -0.705
C 2.973 -0.095 0.635
N 2.651 -1.493 0.977
C 2.921 -0.697 -1.807
C 3.617 -1.898 -2.397
O 4.365 -2.619 -1.806
C 3.250 -2.202 -3.826
C 2.028 -2.839 -4.056
C 1.649 -3.120 -5.365
C 2.503 -2.755 -6.396
C 3.721 -2.123 -6.172
C 4.102 -1.841 -4.865
H 5.133 -1.955 0.366
H 6.654 -1.162 0.037
H 5.606 -0.465 1.251
H 3.597 1.128 -0.948
H 3.495 0.406 1.444
H 2.036 0.453 0.526
H 3.058 -1.712 1.873
H 1.651 -1.615 1.037
H 1.954 -1.055 -1.459
H 2.699 -0.020 -2.629
H 1.396 -3.088 -3.218
H 0.692 -3.588 -5.534
H 2.208 -2.962 -7.417
H 4.356 -1.811 -6.984
H 5.014 -1.329 -4.602
O -1.010 -2.780 4.020
S -1.578 -2.574 2.723
O -0.869 -1.807 1.743
O -3.041 -1.986 2.887
C -3.208 -0.831 3.743
C -2.793 0.459 3.069
C -2.030 -4.121 2.020
H -2.663 -0.990 4.674
H -4.269 -0.812 3.983
H -1.717 0.489 2.899
H -3.061 1.305 3.700
H -3.284 0.563 2.101
H -2.609 -4.680 2.749
H -1.108 -4.646 1.782
H -2.606 -3.939 1.116
O 7.719 1.497 -6.828
S 6.448 1.403 -7.479
O 6.046 0.181 -8.103
O 6.322 2.599 -8.518
C 7.400 2.781 -9.461
C 7.328 1.801 -10.614
C 5.176 1.922 -6.380
H 8.354 2.717 -8.937
H 7.287 3.802 -9.820
H 7.520 0.782 -10.281
H 8.071 2.062 -11.368
H 6.339 1.819 -11.071
H 5.460 2.874 -5.939
H 5.088 1.157 -5.611
H 4.246 2.008 -6.935
O -1.364 1.668 -8.953
S -2.214 1.490 -7.815
O -2.118 2.386 -6.705
O -2.069 -0.005 -7.299
C -0.734 -0.508 -7.073
C -0.144 -0.024 -5.766
C -3.892 1.388 -8.334
H -0.099 -0.246 -7.921
H -0.840 -1.591 -7.064
H 0.046 1.049 -5.791
H 0.798 -0.535 -5.575
H -0.827 -0.218 -4.938
H -3.964 0.669 -9.145
H -4.180 2.379 -8.675
H -4.501 1.087 -7.486
O -3.732 2.187 7.926
S -2.859 3.014 7.147
O -2.559 2.647 5.797
O -1.507 3.222 7.948
C -0.841 2.044 8.458
C -0.067 1.307 7.384
C -3.415 4.681 7.192
H -1.572 1.397 8.945
H -0.167 2.417 9.227
H -0.735 0.856 6.650
H 0.528 0.514 7.836
H 0.596 1.989 6.854
H -3.596 4.962 8.226
H -4.337 4.726 6.617
H -2.656 5.313 6.739
O -7.767 0.407 11.062
S -7.797 -0.892 10.462
O -6.972 -1.938 10.979
O -7.544 -0.741 8.902
C -6.391 0.024 8.481
C -5.103 -0.763 8.583
C -9.459 -1.462 10.365
H -6.339 0.950 9.052
H -6.593 0.288 7.445
H -4.841 -0.962 9.622
H -4.294 -0.195 8.128
H -5.196 -1.725 8.077
H -10.073 -0.680 9.928
H -9.782 -1.677 11.381
H -9.483 -2.366 9.762
```

Output
- HOMO: -0.3333 hartree
- Energy: -4348.36060 Ha
- SMILES: CO[C@H](CN)CC(=O)c1ccccc1.CCOS(C)(=O)=O.CCOS(C)(=O)=O.CCOS(C)(=O)=O.CCOS(C)(=O)=O.CCOS(C)(=O)=O
- Energy above the lowest of the compared OMol25 structures with the same formula, charge and spin: 0.000 eV



Record 2
C26H55O14P | wB97M-V/def2-TZVPD

```
96
C26H55O14P | the OMol25 dataset | wB97M-V/def2-TZVPD
C 5.987 -1.069 -1.574
C 4.521 -0.572 -2.139
C 4.183 0.903 -1.427
C 2.891 1.659 -2.171
O 1.681 0.957 -1.715
P 0.242 1.590 -2.544
O 0.671 2.959 -3.223
O -0.127 0.432 -3.792
C -1.255 0.857 -4.637
C -2.327 -0.396 -4.660
C -3.890 0.037 -4.417
C -4.454 -0.604 -2.983
C -4.436 -2.257 -3.004
O -5.683 -2.883 -2.536
C -5.978 -2.502 -1.124
O -0.976 1.750 -1.305
C -2.057 2.666 -1.699
C -2.937 3.215 -0.389
O -2.536 2.990 0.883
O -4.218 3.926 -0.703
C -5.328 3.181 -0.025
C -5.974 1.910 -0.853
O -5.686 3.568 1.206
H 5.911 -2.229 -1.379
H 6.307 -0.507 -0.582
H 6.813 -0.800 -2.376
H 3.658 -1.346 -1.893
H 4.509 -0.353 -3.303
H 5.157 1.555 -1.613
H 3.992 0.677 -0.295
H 2.938 2.777 -1.828
H 3.008 1.500 -3.328
H -0.869 0.968 -5.761
H -1.722 1.893 -4.359
H -1.956 -1.193 -3.861
H -2.246 -0.945 -5.717
H -4.523 -0.525 -5.259
H -4.098 1.195 -4.510
H -5.541 -0.225 -2.714
H -3.740 -0.294 -2.079
H -3.563 -2.694 -2.357
H -4.248 -2.576 -4.124
H -6.787 -1.640 -1.192
H -6.411 -3.407 -0.488
H -5.045 -2.063 -0.563
H -1.737 3.544 -2.404
H -2.837 2.014 -2.325
H -5.564 1.930 -1.973
H -7.148 1.933 -0.920
H -5.682 0.854 -0.398
C 1.758 -8.195 -0.371
O 1.894 -7.011 0.393
C 3.255 -6.688 0.674
C 3.444 -5.173 0.758
O 3.453 -4.520 -0.519
C 2.194 -4.455 -1.206
C 1.199 -3.487 -0.566
O 0.624 -4.059 0.608
C 0.330 -3.092 1.600
H 2.087 -9.061 0.213
H 0.704 -8.321 -0.629
H 2.332 -8.125 -1.300
H 3.919 -7.092 -0.097
H 3.508 -7.146 1.636
H 4.432 -4.980 1.190
H 2.720 -4.707 1.430
H 1.772 -5.450 -1.345
H 2.433 -4.078 -2.208
H 0.380 -3.282 -1.264
H 1.708 -2.544 -0.333
H 1.226 -2.517 1.857
H -0.006 -3.615 2.500
H -0.462 -2.423 1.254
C -1.804 4.045 3.696
O -0.751 4.254 4.620
C -0.459 3.094 5.397
C 1.027 3.044 5.756
O 1.870 2.644 4.666
C 2.026 3.596 3.603
C 2.870 4.810 3.990
O 2.115 5.712 4.799
C 2.912 6.388 5.755
H -2.746 3.878 4.228
H -1.901 4.937 3.075
H -1.583 3.195 3.043
H -0.730 2.182 4.854
H -1.059 3.154 6.312
H 1.162 2.277 6.525
H 1.373 3.983 6.194
H 1.060 3.880 3.187
H 2.558 3.056 2.810
H 3.171 5.355 3.089
H 3.772 4.473 4.516
H 3.452 5.672 6.385
H 2.251 6.975 6.399
H 3.617 7.057 5.255
```

Output
- HOMO: -0.3246 hartree
- Energy: -2417.94763 Ha
- SMILES: CCCCO[P@@](=O)(OCCCCCOC)OCC(=O)OC(C)=O.COCCOCCOC.COCCOCCOC



Record 3
C26H56N2O10 | wB97M-V/def2-TZVPD

```
94
C26H56N2O10 | the OMol25 dataset | wB97M-V/def2-TZVPD
C 6.356 -2.215 -1.823
C 6.029 -0.849 -1.227
O 5.268 -0.068 -2.132
C 6.013 0.670 -3.039
O 5.681 2.050 -3.021
C 4.465 2.367 -3.523
O 3.415 1.835 -3.246
O 4.589 3.395 -4.389
C 3.526 4.346 -4.288
C 3.434 5.025 -2.917
C 2.009 5.036 -2.335
C 1.847 4.037 -1.196
C 0.398 3.908 -0.707
C -0.268 2.610 -1.157
C -1.788 2.721 -1.093
C -2.453 1.369 -1.360
O -3.417 1.474 -2.414
C -3.819 0.291 -2.915
C -5.067 0.393 -3.746
O -3.227 -0.757 -2.728
H 5.468 -2.839 -1.753
H 6.614 -2.111 -2.873
H 7.146 -2.725 -1.279
H 6.912 -0.321 -0.865
H 5.385 -0.999 -0.364
H 7.072 0.631 -2.785
H 5.903 0.273 -4.049
H 2.570 3.915 -4.574
H 3.754 5.102 -5.034
H 4.087 4.545 -2.189
H 3.781 6.050 -3.018
H 1.264 4.841 -3.107
H 1.789 6.031 -1.947
H 2.530 4.300 -0.388
H 2.182 3.065 -1.561
H -0.169 4.739 -1.136
H 0.328 4.013 0.372
H 0.033 1.817 -0.470
H 0.044 2.352 -2.168
H -2.096 3.112 -0.133
H -2.094 3.452 -1.842
H -1.677 0.655 -1.615
H -2.927 1.031 -0.440
H -4.887 1.059 -4.586
H -5.291 -0.593 -4.132
H -5.900 0.767 -3.161
C -3.865 -1.215 4.655
O -3.521 0.001 5.294
C -2.335 -0.062 6.076
C -1.230 0.763 5.452
N -0.759 0.152 4.216
C 0.137 0.986 3.422
C -0.404 2.295 2.854
O -1.404 2.125 1.864
C -2.720 1.973 2.369
H -4.855 -1.087 4.220
H -3.164 -1.470 3.852
H -3.903 -2.041 5.371
H -2.015 -1.098 6.223
H -2.572 0.357 7.058
H -0.395 0.835 6.155
H -1.625 1.775 5.292
H -1.560 -0.088 3.648
H 0.471 0.377 2.578
H 1.026 1.211 4.020
H 0.431 2.792 2.355
H -0.753 2.984 3.632
H -2.870 2.532 3.294
H -2.970 0.921 2.532
H -3.410 2.359 1.616
C -0.013 -6.938 1.014
O 0.411 -5.594 1.126
C 0.825 -5.006 -0.102
C -0.141 -3.932 -0.550
N -1.414 -4.503 -0.969
C -2.471 -3.517 -1.196
C -2.942 -2.685 -0.009
O -3.625 -3.418 0.998
C -2.799 -4.037 1.964
H -0.156 -7.320 2.023
H -0.960 -7.025 0.471
H 0.743 -7.551 0.514
H 0.952 -5.766 -0.878
H 1.801 -4.545 0.077
H 0.297 -3.388 -1.393
H -0.257 -3.225 0.283
H -1.727 -5.156 -0.262
H -3.336 -4.060 -1.584
H -2.148 -2.835 -1.984
H -3.668 -1.967 -0.395
H -2.131 -2.095 0.436
H -1.888 -3.462 2.151
H -2.532 -5.057 1.674
H -3.367 -4.099 2.894
```

Output
- HOMO: -0.3058 hartree
- Energy: -1886.06129 Ha
- SMILES: CCOCOC(=O)OCCCCCCCCOC(C)=O.COCCNCCOC.COCCNCCOC
- Energy above the lowest of the compared OMol25 structures with the same formula, charge and spin: 0.381 eV



Record 4
C26H57BClNO45S10Si2 | wB97M-V/def2-TZVPD

```
143
C26H57BClNO45S10Si2 | the OMol25 dataset | wB97M-V/def2-TZVPD
C -0.773 -6.630 2.145
C -2.139 -6.626 1.486
O -3.088 -7.224 2.386
C -2.669 -5.225 1.187
O -2.791 -4.466 2.394
Si -1.882 -3.168 2.759
C -2.874 -1.592 2.384
C -3.431 -1.426 1.046
O -3.123 -0.620 0.270
Cl -4.735 -2.552 0.559
O -0.437 -3.194 2.005
Si 0.554 -1.825 1.934
C 0.128 -0.865 0.397
B 2.460 -2.514 1.681
N 2.878 -3.083 0.390
O 3.397 -2.474 2.690
H 0.004 -6.217 1.495
H -0.491 -7.640 2.450
H -0.816 -6.028 3.057
H -2.139 -7.212 0.563
H -2.788 -7.033 3.284
H -2.110 -4.707 0.401
H -3.682 -5.375 0.800
H -1.688 -3.178 4.222
H -2.341 -0.672 2.641
H -3.703 -1.661 3.091
H 0.380 -0.994 3.159
H -0.610 -1.430 -0.181
H -0.336 0.094 0.628
H 1.017 -0.752 -0.221
H 2.670 -2.437 -0.371
H 2.322 -3.910 0.171
H 3.818 -3.347 2.745
C -8.292 -0.203 0.234
C -6.924 0.033 -0.370
O -7.212 0.545 -1.688
S -8.540 1.405 -1.655
O -8.224 2.787 -1.552
O -9.410 0.948 -2.682
O -9.078 0.909 -0.245
H -8.742 -1.127 -0.133
H -8.284 -0.209 1.320
H -6.329 -0.873 -0.438
H -6.368 0.793 0.181
C -6.848 -2.413 6.489
C -5.474 -2.149 5.911
O -5.747 -1.636 4.594
S -7.102 -0.790 4.619
O -6.810 0.592 4.736
O -7.922 -1.282 3.568
O -7.653 -1.321 6.011
H -7.270 -3.343 6.104
H -6.858 -2.429 7.574
H -4.867 -3.046 5.838
H -4.935 -1.385 6.474
C 2.412 3.344 -2.301
C 1.752 2.288 -3.167
O 2.699 1.211 -3.169
S 3.456 1.143 -1.808
O 2.843 0.179 -0.957
O 4.852 1.107 -2.061
O 3.053 2.589 -1.255
H 3.182 3.890 -2.850
H 1.702 4.045 -1.871
H 1.575 2.620 -4.185
H 0.818 1.924 -2.735
C 4.393 -0.870 -7.198
C 4.444 -2.188 -6.453
O 3.460 -2.043 -5.419
S 2.249 -1.150 -5.948
O 1.205 -1.999 -6.398
O 2.034 -0.099 -5.025
O 2.993 -0.546 -7.225
H 4.939 -0.081 -6.675
H 4.766 -0.955 -8.215
H 5.417 -2.391 -6.016
H 4.147 -3.025 -7.089
C -12.308 3.841 -2.577
C -10.932 4.047 -3.169
O -11.200 4.565 -4.487
S -12.516 5.457 -4.465
O -12.170 6.830 -4.349
O -13.378 5.012 -5.500
O -13.069 4.964 -3.052
H -12.773 2.926 -2.948
H -12.304 3.832 -1.491
H -10.362 3.128 -3.237
H -10.363 4.794 -2.614
C 5.093 4.694 -7.759
C 6.253 3.730 -7.860
O 6.529 3.373 -6.494
S 5.177 3.358 -5.654
O 4.716 2.012 -5.649
O 5.329 4.128 -4.474
O 4.277 4.145 -6.706
H 5.432 5.686 -7.472
H 4.516 4.760 -8.677
H 7.135 4.177 -8.309
H 5.979 2.824 -8.404
C 3.598 -5.021 5.201
C 3.827 -6.249 6.053
O 2.544 -6.912 6.039
S 1.818 -6.671 4.642
O 2.031 -7.776 3.779
O 0.518 -6.173 4.921
O 2.737 -5.476 4.141
H 3.076 -4.233 5.739
H 4.513 -4.620 4.777
H 4.119 -6.012 7.069
H 4.564 -6.918 5.606
C 7.174 10.231 -9.084
C 6.280 10.226 -7.861
O 5.715 8.903 -7.857
S 6.767 7.861 -8.432
O 7.442 7.215 -7.364
O 6.130 7.097 -9.447
O 7.755 8.915 -9.094
H 6.602 10.363 -10.003
H 7.960 10.978 -9.033
H 5.485 10.964 -7.910
H 6.850 10.362 -6.941
C 3.194 -0.744 8.048
C 2.412 -1.640 8.981
O 3.013 -2.934 8.773
S 4.568 -2.767 8.489
O 5.299 -3.005 9.680
O 4.889 -3.462 7.289
O 4.553 -1.218 8.160
H 2.856 -0.856 7.019
H 3.145 0.303 8.333
H 1.355 -1.681 8.736
H 2.533 -1.359 10.028
C 4.576 1.243 3.194
C 4.951 0.265 4.288
O 4.304 0.801 5.462
S 2.933 1.501 5.050
O 1.867 0.583 5.264
O 2.905 2.798 5.621
O 3.211 1.591 3.492
H 5.180 2.151 3.237
H 4.635 0.810 2.200
H 6.021 0.201 4.456
H 4.549 -0.732 4.093
```

Output
- HOMO: -0.3297 hartree
- Energy: -9511.35891 Ha



no.,orbital gap (Ha)
1,0.345
2,0.303
3,0.330
4,0.333